(1)
This record from the OMol25 dataset describes a molecular structure, C36H38BCl2N9O2PSYb. The level of theory is ωB97M-V with the def2-TZVPD basis set.

## Properties
HOMO-LUMO gap (spin up / spin down)	6.6 / 6.6	eV
electronic energy	-4881.57207	Eh
highest occupied orbital energy (spin up / spin down)	-7.42 / -7.42	eV
spin multiplicity	2
ΔE to the lowest compared entry with this formula, charge and spin	0.0000	eV

Last column: Mulliken spin population.
CARTESIAN COORDINATES (ANGSTROEM)
Yb -1.2173 0.4199 -0.6477  1.011
S -2.9399 1.2743 1.4209  -0.001
C -2.1801 0.4592 2.7151  -0.001
N -2.1330 0.8213 3.9712  0.003
N -2.5826 2.0517 4.2675  0.002
C -2.3762 2.6233 5.5069  -0.001
C -1.7689 1.9253 6.5223  0.001
C -1.5805 2.5064 7.7806  0.000
C -2.0438 3.7833 8.0286  0.000
C -2.6149 4.5154 7.0160  0.000
C -2.8204 3.9241 5.7796  0.000
N -1.6240 -0.8230 2.5552  0.000
N -1.3267 -1.1245 1.3762  -0.004
C -0.8051 -2.4820 1.2251  0.000
C -0.1979 -3.1760 2.2618  0.000
C 0.0332 -4.5443 2.1401  0.000
C -0.2622 -5.2137 0.9544  0.000
C -0.8336 -4.5242 -0.0802  0.000
C -1.0916 -3.1710 0.0565  -0.001
H -2.9199 2.6146 3.5219  0.000
H -1.4584 0.9052 6.3753  0.000
H -1.1687 1.8959 8.5696  0.000
H -1.9986 4.1795 9.0086  0.000
H -2.9609 5.5361 7.2248  0.000
H -3.2517 4.4909 5.0024  0.000
H 0.1577 -2.6395 3.1703  0.000
H 0.3995 -5.1031 3.0120  0.000
H -0.1613 -6.2805 0.8868  0.000
H -1.0844 -5.0685 -1.0132  0.000
H -1.6478 -2.6995 -0.7509  0.000
B -2.1874 0.6234 -3.9009  0.000
N -2.2388 2.0561 -3.2597  0.000
C -2.5295 3.2415 -3.8361  0.000
C -2.6415 4.1781 -2.8172  0.000
C -2.3932 3.4614 -1.6675  0.000
N -2.2021 2.1953 -1.9497  -0.003
N -3.1493 -0.2354 -3.1737  0.000
C -4.3593 -0.6416 -3.5608  0.000
C -4.9617 -1.3326 -2.5123  0.000
C -3.9768 -1.3164 -1.4990  -0.001
N -2.8973 -0.6470 -1.9058  -0.001
H -2.4177 0.7305 -5.0545  0.000
H -1.0594 0.0814 -3.6813  0.000
H -2.6220 3.3397 -4.8960  0.000
H -2.8908 5.2029 -2.8966  0.000
H -2.4110 3.7498 -0.6361  0.000
H -4.6081 -0.3114 -4.5922  0.000
H -5.9309 -1.7588 -2.3974  0.000
H -3.9837 -1.6831 -0.4687  0.000
C 1.2691 1.0153 2.6518  0.000
P 0.7330 1.9085 1.1255  -0.001
C 0.0451 3.4647 1.7872  0.000
C 2.3089 2.4461 0.3653  0.000
H 1.8750 1.7110 3.2125  0.000
H 1.8322 0.1023 2.3109  0.000
H 0.3773 0.7429 3.2709  0.000
H 0.7002 3.9354 2.5052  0.000
H -0.9526 3.2529 2.1897  0.000
H -0.0570 4.1961 1.0156  0.000
H 2.8086 3.2155 0.9292  0.000
H 2.1538 2.8366 -0.6271  0.000
H 3.0238 1.6029 0.3559  0.000
Cl 5.2951 -1.8869 -3.8906  0.000
C 5.1859 -1.4615 -2.2293  0.000
C 6.1028 -0.5565 -1.7205  0.000
C 6.0117 -0.1820 -0.3792  0.000
C 5.0174 -0.7225 0.4146  0.000
C 4.1085 -1.6256 -0.1112  0.000
Cl 2.9329 -2.3288 0.9731  0.000
C 4.1511 -2.0144 -1.4551  0.000
N 3.1793 -2.8860 -1.8900  0.000
C 2.5043 -2.8473 -3.1295  0.000
C 2.3822 -4.0470 -3.8003  0.000
C 1.7610 -4.1492 -5.0346  0.000
C 1.2970 -2.9781 -5.6528  0.000
C 1.4246 -1.7860 -4.9929  0.001
C 2.0107 -1.7130 -3.7258  -0.001
C 2.0468 -0.3207 -3.0790  -0.001
C 1.0362 -0.0756 -2.0252  0.001
O 0.5627 -1.0088 -1.2914  -0.003
O 0.5959 1.1088 -1.8732  -0.001
H 6.8311 -0.1073 -2.4209  0.000
H 6.6546 0.5958 0.0378  0.000
H 5.0377 -0.4911 1.4756  0.000
H 2.5895 -3.2012 -1.1121  0.000
H 2.7577 -4.9513 -3.3237  0.000
H 1.6308 -5.1552 -5.4599  0.000
H 0.8389 -3.0278 -6.6200  0.000
H 0.9358 -0.9100 -5.4279  0.000
H 1.9129 0.4432 -3.8571  0.000
H 3.0082 -0.1541 -2.6432  0.000

***

(2)
This record from the OMol25 dataset describes 9 unconnected molecules or ions with the total composition C36H38BrCl33F8N5O3. The level of theory is ωB97M-V with the def2-TZVPD basis set.

## Properties
HOMO-LUMO gap	8.2	eV
electronic energy	-20452.83925	Eh
highest occupied orbital energy	-12.06	eV
charge	+1

Last column: Löwdin charge in e.
CARTESIAN COORDINATES (ANGSTROEM)
C -1.4930 2.1055 3.3868  -0.178
C -2.4238 1.4326 2.3749  -0.282
C -1.8752 0.1622 1.6447  -0.553
Br 0.0309 -0.1041 1.9858  0.895
C -2.1813 0.2144 0.1002  -0.257
C -3.1407 -0.9216 -0.3359  -0.140
C -4.1448 -0.3532 -1.3337  -0.100
C -5.2054 0.4770 -0.6103  -0.217
N -6.1607 0.0063 0.0696  0.144
N -2.4472 -2.2492 -0.7009  0.006
C -2.5147 -3.0234 0.6165  -0.072
C -2.1123 -4.5099 0.6857  -0.221
N -2.6007 -5.0539 1.9694  0.040
N -3.1644 -3.0081 -1.6671  0.113
C -4.3707 -3.6697 -1.3582  -0.436
O -4.6636 -4.7518 -1.8004  0.147
F -5.2042 -3.0473 -0.5211  0.164
C -2.9840 -2.8601 -3.0754  -0.428
O -3.3910 -1.9581 -3.7629  0.222
F -2.4253 -3.9023 -3.6554  0.173
C -0.9787 -1.9843 -1.0584  -0.007
C -0.1478 -3.2032 -1.4948  -0.377
F 0.3951 -3.0591 -2.7353  0.090
F -0.8889 -4.3474 -1.6708  0.099
C 1.0240 -3.5843 -0.5932  -0.109
C 1.0943 -3.3650 0.7758  -0.062
C 2.1951 -3.7023 1.5444  -0.021
C 3.2962 -4.2924 0.9452  0.028
C 3.2275 -4.5491 -0.4191  -0.083
C 4.4098 -5.1939 -1.0987  -0.572
F 4.9731 -6.1317 -0.3380  0.170
F 4.0958 -5.6678 -2.3053  0.162
F 5.3797 -4.2602 -1.3136  -0.016
C 2.1223 -4.2085 -1.1746  0.073
C -0.6275 -0.6041 -1.6981  -0.263
C -0.9047 -0.2976 -3.1775  -0.080
C -0.5764 -1.2103 -4.3447  -0.186
F 0.7885 -1.2096 -4.5956  -0.030
C 0.9346 -0.5728 -1.5388  -0.162
O 1.3968 0.7654 -1.5723  -0.190
C 2.8288 0.7712 -1.5966  -0.045
N -1.0365 0.4850 -0.7756  -0.052
C -1.1810 1.8068 -1.3691  -0.210
C -0.9193 2.9394 -0.3372  -0.651
C 0.3155 3.7673 -0.7184  -0.111
Cl -2.3040 4.0865 -0.3902  0.636
H -0.6651 2.6313 2.9226  0.058
H -1.1775 1.4533 4.1897  0.023
H -2.0899 2.8886 3.8580  0.071
H -2.7257 2.2089 1.6737  0.074
H -3.3073 1.1626 2.9464  0.058
H -2.4446 -0.6299 2.1200  0.070
H -2.8243 1.0909 0.0503  0.115
H -3.7370 -1.0269 0.5655  0.132
H -4.7176 -1.0639 -1.9220  0.110
H -3.6757 0.3211 -2.0472  0.107
H -5.1324 1.5550 -0.6950  0.064
H -6.1165 -1.0173 0.0785  0.044
H -3.5227 -3.0281 1.0194  0.127
H -1.9287 -2.5172 1.3794  0.114
H -1.0512 -4.7198 0.6584  0.097
H -2.5622 -5.1339 -0.0804  0.118
H -3.5921 -5.2518 1.9041  0.081
H -2.4572 -4.3523 2.6884  0.075
H -0.5663 -1.7884 -0.0682  0.084
H 0.2678 -2.8829 1.2811  0.059
H 2.1907 -3.4766 2.5983  0.119
H 4.1723 -4.5377 1.5240  0.134
H 2.1632 -4.4568 -2.2215  0.140
H -1.9086 0.0963 -3.3282  0.112
H -0.2658 0.5482 -3.4331  0.129
H -0.8911 -2.2471 -4.3191  0.092
H -1.0263 -0.7689 -5.2319  0.136
H 1.4249 -1.0825 -2.3670  0.128
H 1.2339 -0.9941 -0.5779  0.101
H 3.2097 1.5939 -1.0009  0.089
H 3.2462 -0.1772 -1.2689  0.090
H 3.1378 0.9468 -2.6285  0.101
H -0.4340 2.0310 -2.1172  0.103
H -2.1308 2.0012 -1.8750  0.099
H -0.7074 2.5396 0.6492  0.072
H 0.2411 4.0500 -1.7660  0.087
H 1.2359 3.2487 -0.4764  0.076
H 0.2426 4.6976 -0.1615  0.067
C -6.5431 4.3694 -2.8745  -2.031
Cl -7.5356 2.9051 -2.9176  0.525
Cl -5.0603 4.0400 -1.9567  0.479
Cl -6.1170 4.8433 -4.5200  0.541
Cl -7.4348 5.6716 -2.0887  0.494
C 8.1182 1.8175 0.1702  -2.034
Cl 7.5577 2.8320 -1.1642  0.527
Cl 9.8455 1.4929 -0.0492  0.509
Cl 7.8743 2.6640 1.6994  0.508
Cl 7.1933 0.2999 0.1999  0.474
C 8.7056 4.9445 5.3151  -2.047
Cl 8.4780 5.3483 7.0179  0.516
Cl 7.1506 4.4703 4.6109  0.499
Cl 9.3349 6.3456 4.4474  0.514
Cl 9.8444 3.6021 5.1728  0.526
C 11.2079 8.7967 6.9090  -2.058
Cl 12.0431 9.8913 8.0129  0.533
Cl 9.4833 8.7719 7.2956  0.502
Cl 11.4292 9.3548 5.2461  0.515
Cl 11.8749 7.1689 7.0781  0.511
C 9.1411 -2.5028 -2.0959  -2.005
Cl 9.1235 -0.7577 -1.8212  0.467
Cl 9.5814 -2.8293 -3.7783  0.531
Cl 10.3404 -3.2291 -1.0173  0.532
Cl 7.5605 -3.2349 -1.7643  0.596
C -3.8263 -7.5680 -5.2650  -2.050
Cl -4.4930 -6.4677 -4.0498  0.549
Cl -3.6591 -9.1790 -4.5657  0.536
Cl -4.9065 -7.6350 -6.6581  0.538
Cl -2.2385 -6.9788 -5.7762  0.521
C -4.1109 1.0034 6.2376  -2.037
Cl -4.8685 0.2434 7.6330  0.553
Cl -3.1808 2.4083 6.7574  0.554
Cl -3.0254 -0.1624 5.4512  0.540
Cl -5.3534 1.5065 5.0850  0.541
C -8.2169 8.7385 0.5109  -2.046
Cl -6.5015 8.3324 0.6439  0.517
Cl -9.0642 8.2078 1.9651  0.532
Cl -8.3993 10.4814 0.3206  0.540
Cl -8.9016 7.9176 -0.9006  0.483

***

(3)
This record from the OMol25 dataset describes a molecular structure, C36H38N4ORhSSb. The level of theory is ωB97M-V with the def2-TZVPD basis set.

## Properties
HOMO-LUMO gap (spin up / spin down)	7.8 / 5.5	eV
electronic energy	-2437.25325	Eh
highest occupied orbital energy (spin up / spin down)	-12.88 / -13.68	eV
charge	+2
spin multiplicity	5
ΔE to the lowest compared entry with this formula, charge and spin	0.4863	eV

Last column: Mulliken spin population.
CARTESIAN COORDINATES (ANGSTROEM)
Rh -17.9760 4.3648 -3.3728  2.401
C -20.8890 4.9955 1.0848  0.005
N -19.4396 4.8559 1.1365  0.018
C -18.6337 4.9980 2.2499  0.007
C -17.3646 4.9388 1.8111  0.009
N -17.3742 4.8074 0.4261  0.020
C -18.6656 4.7505 0.0460  0.005
S -19.4421 4.6052 -1.4578  0.186
C -16.2043 4.6903 -0.3700  -0.002
C -15.0104 4.3670 0.2849  0.005
C -13.8205 4.3880 -0.3918  -0.001
C -13.8467 4.6653 -1.7412  -0.009
C -15.0678 4.8626 -2.3560  -0.024
N -16.2610 4.8692 -1.6839  0.062
H -21.2999 5.0920 2.0907  0.001
H -21.3729 4.1342 0.5920  0.002
H -21.1491 5.8821 0.4917  -0.001
H -18.9938 5.0802 3.2502  0.001
H -16.4730 4.9937 2.3752  0.002
H -15.0444 4.1990 1.3275  0.001
H -12.8915 4.1953 0.1425  0.000
H -12.9085 4.7665 -2.2793  0.000
H -15.1731 5.0075 -3.4302  0.013
C -18.3773 2.8272 -6.4536  0.082
C -17.0515 3.5887 -6.2620  -0.040
C -15.9411 2.7095 -6.8028  0.016
C -16.9440 4.9871 -6.8360  -0.008
O -16.7927 3.7708 -4.8215  0.439
H -18.6367 2.7955 -7.5005  0.000
H -19.1643 3.3416 -5.8835  -0.008
H -18.3037 1.7757 -6.0655  -0.026
H -16.0897 2.5597 -7.8805  0.000
H -15.8868 1.7176 -6.3129  -0.004
H -14.9697 3.2157 -6.7321  0.000
H -17.1523 4.9435 -7.9145  0.001
H -15.9298 5.3255 -6.6882  -0.001
H -17.6524 5.6635 -6.4067  0.008
C -21.1270 -2.5880 -4.2703  0.001
C -21.2083 -1.4121 -5.0396  0.003
C -20.5145 -0.2981 -4.5600  0.006
C -19.7624 -0.3734 -3.4223  0.079
C -19.6425 -1.5699 -2.6861  0.030
C -20.3078 -2.6948 -3.1445  0.007
Sb -18.5751 1.2280 -2.7241  0.446
C -18.8919 1.0108 -0.6183  0.074
C -20.1159 0.5760 -0.1183  -0.007
C -20.3469 0.5999 1.2486  -0.011
C -19.3245 1.0549 2.0910  0.026
C -18.1053 1.5313 1.6077  -0.009
C -17.8778 1.4995 0.2270  -0.003
C -16.5871 0.7616 -3.2416  0.090
C -16.3844 -0.3981 -3.9611  -0.006
C -15.1363 -0.6903 -4.4353  0.000
C -14.0755 0.1746 -4.2106  0.010
C -14.2821 1.3255 -3.4839  0.009
C -15.5342 1.5995 -2.9636  -0.003
H -21.6449 -3.4853 -4.5970  0.000
H -21.7680 -1.3336 -5.9552  0.000
H -20.5807 0.6807 -5.0430  0.008
H -19.0789 -1.5991 -1.7787  -0.005
H -20.1971 -3.6148 -2.5931  0.002
H -20.8482 0.1810 -0.7965  -0.002
H -21.2866 0.2122 1.6713  0.000
H -19.4628 1.0982 3.1673  0.000
H -17.3111 1.8294 2.2620  0.001
H -16.9032 1.7202 -0.2278  0.009
H -17.1956 -0.9787 -4.2720  0.003
H -14.9586 -1.5741 -5.0228  0.002
H -13.1274 -0.0654 -4.6465  0.001
H -13.4999 2.0503 -3.3019  0.001
H -15.6988 2.5841 -2.5000  -0.015
C -20.4706 8.2380 -5.6448  -0.004
C -19.2107 8.3391 -5.0918  -0.001
C -18.6606 7.2059 -4.4980  -0.012
N -19.2464 6.0269 -4.4024  0.092
C -20.4826 5.9261 -4.9091  -0.004
C -21.1290 6.9950 -5.5050  0.009
H -21.0253 9.0896 -6.0562  0.000
H -18.6834 9.2748 -5.1489  0.000
H -17.6721 7.2339 -4.0523  0.013
H -20.9764 4.9874 -4.8037  0.002
H -22.1294 6.9278 -5.8479  0.000